This record from OMol25 describes a 2-piece molecular cluster, C4H12N2O overall in a non-equilibrium geometry. The level of theory is the ωB97M-V functional and the def2-TZVPD basis.

Calculated values
frontier orbital gap (alpha / beta): 8.36 / 4.90 eV
⟨S²⟩: 0.762
relative energy (zero: lowest compared OMol25 entry of this formula, charge and spin): 3.073 eV

Structure (ORCA input):
```
! wB97M-V def2-TZVPD RIJCOSX def2/J DEFGRID3
* xyz 1 2
C 1.61266 -0.23811 -0.85238
C 0.37472 0.33054 -0.17476
C -0.62860 -0.58221 0.44808
C -1.55190 -1.08239 -0.44588
N -2.34330 -2.27312 -0.61762
N 2.76862 -0.72375 0.08124
H 1.44550 -0.89624 -1.73218
H 1.91167 0.71974 -1.28064
H -0.11374 1.13224 -0.90531
H 0.74891 0.95915 0.67753
H -0.35584 -1.04565 1.43370
H -1.95278 -0.43752 -1.32128
H -3.18433 -2.37438 -0.04795
H -2.65278 -2.37058 -1.53498
H 3.51010 -1.31961 -0.34164
H 2.38635 -1.33953 0.78229
H -1.16198 3.28261 1.93803
H -0.15480 4.31271 2.30499
O -0.65849 3.94608 1.58875
*
```

So, what does the natural (NBO) scheme give us? The charges, in e, come out as:
1 C -0.22
2 C -0.51
3 C 0.05
4 C 0.12
5 N -0.64
6 N -0.83
7 H 0.20
8 H 0.23
9 H 0.27
10 H 0.28
11 H 0.25
12 H 0.23
13 H 0.43
14 H 0.40
15 H 0.39
16 H 0.35
17 H 0.45
18 H 0.48
19 O -0.93